1.
A single C5H8N2 molecule, computed with the ωB97M-V functional and the def2-TZVPD basis.

E_LUMO   0.95 eV
Highest occupied orbital energy   -0.323 Eh
Structure (SMILES)   CCn1ccnc1
ΔE to the lowest compared entry with this formula, charge and spin   0.2638 eV

The geometry in ORCA input format:
```
! RIJCOSX wB97M-V def2-TZVPD def2/J DEFGRID3
* xyz 0 1
C -1.891 0.112 0.476
C -1.050 -0.224 -0.764
N 0.362 -0.064 -0.463
C 1.111 -0.911 0.327
C 2.260 -0.229 0.607
N 2.237 1.021 0.038
C 1.079 1.090 -0.568
H -2.889 -0.353 0.398
H -1.298 -0.231 1.338
H -2.039 1.182 0.681
H -1.293 0.422 -1.610
H -1.207 -1.267 -1.077
H 0.765 -1.896 0.616
H 3.112 -0.579 1.173
H 0.742 1.927 -1.170
*
```

2.
A molecular structure, C37H37N7O2Rb, computed with the ωB97M-V functional and the def2-TZVPD basis.

E_LUMO   2.06 eV
Highest occupied orbital energy   -0.138 Eh
ΔE to the lowest compared entry with this formula, charge and spin   0.5308 eV

The geometry in ORCA input format:
```
! RIJCOSX wB97M-V def2-TZVPD def2/J DEFGRID3
* xyz -1 1
Rb 0.207 0.155 -0.218
O 4.861 1.571 0.538
C 3.674 1.166 0.588
N 2.823 1.008 -0.399
C 3.370 1.434 -1.658
C 2.363 1.505 -2.776
C 2.791 1.349 -4.101
C 1.897 1.535 -5.138
C 0.578 1.854 -4.836
C 0.233 1.958 -3.499
N 1.091 1.789 -2.497
C 3.163 0.773 1.968
C 4.113 0.506 2.957
C 3.694 0.150 4.224
C 2.332 0.088 4.485
C 1.461 0.386 3.450
N 1.854 0.714 2.224
H 4.204 0.796 -1.992
H 3.816 2.440 -1.576
H 3.828 1.106 -4.296
H 2.221 1.438 -6.167
H -0.161 2.015 -5.609
H -0.788 2.191 -3.207
H 5.155 0.601 2.689
H 4.416 -0.069 5.003
H 1.951 -0.180 5.461
H 0.387 0.366 3.611
O -2.482 -0.978 0.350
C -2.484 -1.594 1.603
C -2.534 -3.104 1.407
C -1.294 -3.654 0.693
C -0.058 -3.604 1.549
C 0.089 -4.463 2.639
C 1.236 -4.390 3.411
C 2.211 -3.463 3.070
C 1.983 -2.653 1.971
N 0.879 -2.713 1.230
H -2.483 0.051 0.451
H -3.352 -1.285 2.206
H -1.584 -1.332 2.189
H -3.419 -3.329 0.806
H -2.658 -3.600 2.376
H -1.116 -3.075 -0.213
H -1.477 -4.694 0.404
H -0.692 -5.178 2.867
H 1.369 -5.048 4.261
H 3.123 -3.358 3.641
H 2.715 -1.912 1.670
C 1.581 -2.241 -5.810
N 1.213 -2.548 -4.449
C 1.341 -3.754 -3.805
C 0.955 -3.530 -2.516
N 0.598 -2.221 -2.350
C 0.770 -1.664 -3.521
H 1.571 -3.156 -6.400
H 2.578 -1.798 -5.855
H 0.864 -1.541 -6.236
H 1.686 -4.635 -4.318
H 0.919 -4.228 -1.695
H 0.596 -0.628 -3.762
N -2.126 1.624 0.381
C -2.746 2.653 0.716
C -2.227 4.054 0.432
C -1.218 4.216 -0.518
C -0.676 5.461 -0.781
C -1.127 6.581 -0.090
C -2.115 6.433 0.869
C -2.660 5.181 1.126
C -4.081 2.591 1.425
C -5.206 3.265 0.956
C -6.442 3.100 1.564
C -6.571 2.270 2.668
C -5.455 1.596 3.148
C -4.228 1.751 2.526
H -0.855 3.329 -1.021
H 0.111 5.559 -1.519
H -0.702 7.557 -0.291
H -2.463 7.294 1.427
H -3.422 5.080 1.889
H -5.113 3.917 0.095
H -7.309 3.621 1.173
H -7.534 2.146 3.149
H -5.546 0.944 4.009
H -3.356 1.215 2.878
*
```

3.
A molecular structure, C33H38ClNO4PbSSbSi, computed with the ωB97M-V functional and the def2-TZVPD basis.

E_LUMO   -3.82 eV
Highest occupied orbital energy   -0.415 Eh
ΔE to the lowest compared entry with this formula, charge and spin   0.0000 eV

The geometry in ORCA input format:
```
! RIJCOSX wB97M-V def2-TZVPD def2/J DEFGRID3
* xyz 1 1
Pb 0.047 -0.849 -0.768
C -2.182 2.408 -1.796
Si -1.674 1.097 -3.020
C -0.104 1.543 -3.910
C -3.031 0.757 -4.249
N -1.393 -0.475 -2.212
C -2.415 -1.464 -2.060
C -3.664 -1.145 -1.529
C -4.631 -2.126 -1.386
C -4.354 -3.439 -1.748
C -3.108 -3.765 -2.270
C -2.147 -2.781 -2.431
H -2.433 3.332 -2.322
H -1.382 2.642 -1.093
H -3.065 2.108 -1.228
H -0.239 2.495 -4.429
H 0.131 0.786 -4.661
H 0.753 1.654 -3.247
H -3.099 1.607 -4.932
H -4.009 0.622 -3.787
H -2.811 -0.131 -4.844
H -3.866 -0.127 -1.220
H -5.599 -1.868 -0.978
H -5.109 -4.204 -1.630
H -2.889 -4.782 -2.564
H -1.182 -3.017 -2.869
S -1.402 -2.050 0.925
Sb -0.232 -1.791 2.947
C -0.915 -3.406 4.085
C -2.246 -3.799 3.987
C -2.709 -4.836 4.783
C -1.848 -5.470 5.669
C -0.522 -5.073 5.764
C -0.048 -4.038 4.971
C 1.840 -2.029 2.843
C 2.682 -0.973 3.172
C 4.053 -1.181 3.180
C 4.568 -2.432 2.868
C 3.720 -3.481 2.537
C 2.348 -3.283 2.520
C -0.788 -0.051 3.960
C -1.477 0.972 3.324
C -1.834 2.097 4.052
C -1.500 2.191 5.396
C -0.816 1.162 6.026
C -0.459 0.029 5.310
H -2.922 -3.310 3.296
H -3.742 -5.148 4.711
H -2.213 -6.278 6.287
H 0.146 -5.570 6.455
H 0.990 -3.737 5.044
H 2.281 0.004 3.411
H 4.718 -0.366 3.431
H 5.638 -2.592 2.886
H 4.126 -4.456 2.299
H 1.687 -4.105 2.268
H -1.726 0.904 2.273
H -2.365 2.903 3.565
H -1.777 3.074 5.957
H -0.561 1.238 7.074
H 0.066 -0.779 5.809
C 4.325 -4.194 -1.303
C 4.306 -2.714 -1.705
C 4.478 -2.576 -3.224
C 5.418 -1.947 -0.977
C 3.011 -2.134 -1.328
C 1.943 -1.659 -1.028
H 5.286 -4.629 -1.580
H 3.537 -4.748 -1.810
H 4.192 -4.305 -0.227
H 5.438 -3.001 -3.517
H 4.457 -1.529 -3.525
H 3.689 -3.107 -3.757
H 6.385 -2.369 -1.254
H 5.299 -2.025 0.103
H 5.409 -0.892 -1.249
O 0.295 2.736 1.057
Cl 1.130 1.686 0.612
O 0.886 1.420 -0.831
O 2.502 1.902 0.851
O 0.705 0.405 1.240
*
```

4.
A molecular structure, C6H6Br2N6, computed with the ωB97M-V functional and the def2-TZVPD basis.

E_LUMO (alpha / beta)   -0.89 / -0.89 eV
Highest occupied orbital energy (alpha / beta)   -0.334 / -0.334 Eh

The geometry in ORCA input format:
```
! RIJCOSX wB97M-V def2-TZVPD def2/J DEFGRID3
* xyz 0 1
C 1.577 2.598 -0.243
C 2.262 0.895 -1.377
C -1.219 -2.798 0.670
C -2.545 -1.101 0.688
C -0.154 0.964 -0.890
C -0.148 -0.538 0.856
N 2.855 2.696 -0.388
N 3.284 1.627 -1.092
N -2.432 -3.229 0.585
N -3.260 -2.170 0.592
N 1.106 1.462 -0.867
N -1.205 -1.423 0.735
Br 1.594 -1.311 0.815
Br -0.360 0.697 2.364
H 0.952 3.300 0.266
H 2.275 -0.015 -1.939
H -0.341 -3.409 0.700
H -2.916 -0.099 0.738
H -0.947 1.604 -0.542
H -0.376 0.250 -1.670
*
```

5.
A molecular structure, C4H7NO, computed with the ωB97M-V functional and the def2-TZVPD basis.

E_LUMO   1.10 eV
Highest occupied orbital energy   -0.345 Eh
ΔE to the lowest compared entry with this formula, charge and spin   3.1965 eV

The geometry in ORCA input format:
```
! RIJCOSX wB97M-V def2-TZVPD def2/J DEFGRID3
* xyz 0 1
O 2.367 -0.852 0.198
N 1.711 0.382 0.246
C 0.572 0.317 -0.307
C -0.342 -0.836 -0.628
C -1.292 -0.092 0.375
C -0.580 1.236 -0.018
H 3.115 -0.701 0.789
H -0.733 -0.774 -1.651
H 0.044 -1.839 -0.438
H -2.377 -0.126 0.254
H -1.027 -0.378 1.398
H -1.038 1.634 -0.931
H -0.421 2.029 0.713
*
```

6.
A molecular structure, C25H31InN6O2SSi, computed with the ωB97M-V functional and the def2-TZVPD basis.

E_LUMO   -6.71 eV
Highest occupied orbital energy   -0.458 Eh
ΔE to the lowest compared entry with this formula, charge and spin   1.3720 eV

The geometry in ORCA input format:
```
! RIJCOSX wB97M-V def2-TZVPD def2/J DEFGRID3
* xyz 2 1
In -0.681 -0.681 0.309
C -2.184 -3.684 2.718
Si -0.890 -3.836 1.366
C -1.750 -3.691 -0.304
C 0.109 -5.421 1.423
N 0.258 -2.475 1.383
C 1.035 -2.110 2.435
C 1.094 -2.791 3.675
C 1.982 -2.419 4.652
C 2.782 -1.287 4.478
C 2.713 -0.551 3.310
C 1.879 -0.976 2.289
O 1.685 -0.301 1.112
C 2.427 0.859 0.833
C 1.763 2.069 0.768
C 2.478 3.212 0.433
C 3.835 3.130 0.162
C 4.483 1.902 0.220
C 3.781 0.757 0.563
H -3.037 -4.325 2.488
H -2.546 -2.655 2.792
H -1.815 -3.979 3.700
H -2.188 -4.649 -0.587
H -1.057 -3.399 -1.096
H -2.565 -2.961 -0.260
H -0.587 -6.261 1.471
H 0.768 -5.480 2.288
H 0.712 -5.536 0.522
H 0.456 -3.653 3.816
H 2.046 -2.984 5.571
H 3.448 -0.970 5.269
H 3.312 0.340 3.192
H 0.705 2.122 0.999
H 1.972 4.168 0.410
H 4.390 4.023 -0.092
H 5.540 1.834 0.000
H 4.270 -0.207 0.623
N 1.860 -2.338 -1.902
C 1.000 -1.765 -1.393
H 2.595 -2.846 -2.358
S -2.092 1.602 1.085
C -3.265 0.794 0.211
N -4.469 1.385 -0.055
C -5.465 0.749 -0.704
C -5.272 -0.527 -1.143
C -4.011 -1.090 -0.900
N -3.048 -0.458 -0.258
H -4.608 2.325 0.296
H -6.387 1.295 -0.848
H -6.042 -1.074 -1.662
H -3.787 -2.093 -1.246
N -0.712 0.756 -1.621
C -0.251 1.738 -2.042
N 0.260 2.828 -2.514
C 1.217 2.826 -3.634
C 0.599 3.616 -4.781
O 0.260 4.919 -4.352
C -0.696 4.917 -3.314
C -0.170 4.168 -2.093
H 1.444 1.803 -3.929
H 2.129 3.320 -3.296
H -0.289 3.091 -5.156
H 1.314 3.727 -5.593
H -1.635 4.461 -3.657
H -0.880 5.959 -3.059
H -0.928 4.090 -1.315
H 0.704 4.690 -1.698
*
```

7.
A molecular structure, C4H10F26HfNO6P4S2, computed with the ωB97M-V functional and the def2-TZVPD basis.

E_LUMO   0.59 eV
Highest occupied orbital energy   -0.332 Eh
ΔE to the lowest compared entry with this formula, charge and spin   0.2292 eV

The geometry in ORCA input format:
```
! RIJCOSX wB97M-V def2-TZVPD def2/J DEFGRID3
* xyz -1 1
Hf -0.027 0.038 0.106
P -0.401 0.788 -3.086
F -0.551 -0.268 -4.243
F 1.019 1.265 -3.707
F -1.123 1.922 -3.848
F -0.019 1.705 -1.729
F -1.656 0.285 -2.257
F 0.486 -0.311 -2.149
P 0.708 -2.371 3.063
F 0.872 -3.218 4.394
F -0.751 -1.853 3.427
F 1.340 -1.059 3.706
F 0.564 -1.495 1.554
F 2.173 -2.791 2.529
F 0.063 -3.589 2.246
P -3.132 2.669 -0.283
F -2.200 3.693 0.489
F -1.935 1.447 -0.024
F -3.803 2.218 1.089
F -4.028 1.576 -1.041
F -4.228 3.805 -0.562
F -2.408 2.997 -1.672
P 0.370 2.148 2.440
F -0.593 3.332 2.712
F -0.813 1.025 2.295
F 0.174 2.407 0.802
F 1.307 0.891 1.852
F 1.670 3.060 2.435
F 0.532 1.773 3.939
N -1.692 -1.384 -0.204
S -3.155 -1.443 0.725
O -3.201 -2.624 1.497
O -4.295 -0.802 0.212
F -2.622 -0.357 1.743
S -2.227 -2.423 -1.371
O -3.209 -1.862 -2.205
O -2.248 -3.778 -0.967
F -0.917 -2.400 -2.283
C 2.423 2.453 -0.702
O 2.048 1.082 -0.599
C 3.139 0.269 -1.019
C 3.013 -1.110 -0.428
O 1.649 -1.516 -0.527
C 1.513 -2.929 -0.682
H 2.974 2.657 -1.624
H 2.995 2.772 0.169
H 1.565 3.111 -0.796
H 4.121 0.692 -0.788
H 3.164 0.282 -2.115
H 3.319 -1.085 0.619
H 3.611 -1.741 -1.084
H 1.830 -3.276 -1.665
H 0.490 -3.206 -0.445
H 2.102 -3.473 0.063
*
```

8.
A molecular structure, C27H49F2NO2ScSi2, computed with the ωB97M-V functional and the def2-TZVPD basis.

E_LUMO   -2.66 eV
Highest occupied orbital energy   -0.362 Eh
ΔE to the lowest compared entry with this formula, charge and spin   0.0400 eV

The geometry in ORCA input format:
```
! RIJCOSX wB97M-V def2-TZVPD def2/J DEFGRID3
* xyz 1 1
O -1.418 -2.649 -1.224
O -2.569 -1.691 -2.874
C -0.014 -3.059 -1.363
C 0.314 -4.342 -0.647
H 0.609 -2.232 -1.002
H 0.133 -3.150 -2.446
H 0.206 -4.270 0.435
H 1.362 -4.580 -0.843
H -0.302 -5.157 -1.027
C -2.114 -2.786 0.083
C -3.478 -3.380 -0.131
H -2.149 -1.781 0.521
H -1.492 -3.415 0.725
H -4.129 -2.705 -0.698
H -3.939 -3.563 0.844
H -3.411 -4.351 -0.637
C -3.145 -0.341 -2.703
C -2.228 -2.075 -4.264
C -4.353 -0.367 -1.807
H -3.409 0.003 -3.711
H -2.360 0.311 -2.294
H -5.125 -1.043 -2.190
H -4.782 0.640 -1.765
H -4.098 -0.650 -0.782
C -3.383 -2.820 -4.885
H -1.332 -2.703 -4.200
H -1.986 -1.162 -4.822
H -3.404 -3.847 -4.513
H -3.245 -2.859 -5.965
H -4.345 -2.349 -4.664
H -1.960 -2.145 -2.045
Sc 1.051 1.086 1.009
C 0.356 2.029 -0.548
Si 1.060 1.764 -2.254
H -0.755 1.881 -0.550
H 0.470 3.109 -0.325
C 1.462 -0.039 -2.597
C 2.662 2.728 -2.448
C -0.149 2.365 -3.562
C 3.028 0.055 0.592
Si 4.040 1.204 1.653
H 3.429 -0.027 -0.431
H 3.027 -0.973 1.007
C 4.602 2.733 0.712
C 5.586 0.388 2.322
C 2.942 1.768 3.088
H 0.397 2.693 -4.458
H -0.722 3.220 -3.181
H -0.857 1.579 -3.861
H 1.759 -0.576 -1.690
H 2.304 -0.101 -3.301
H 0.609 -0.561 -3.045
H 3.355 2.578 -1.611
H 2.447 3.803 -2.531
H 3.165 2.409 -3.372
H 5.914 -0.398 1.628
H 5.408 -0.070 3.304
H 6.400 1.120 2.424
H 2.672 0.953 3.778
H 2.013 2.307 2.812
H 3.535 2.501 3.656
H 5.410 3.214 1.283
H 3.802 3.475 0.575
H 5.004 2.470 -0.275
F -1.413 5.950 2.763
C -1.147 4.621 3.010
C -0.457 3.901 2.032
C -0.201 2.574 2.298
C -0.691 1.893 3.419
C -1.314 2.719 4.393
F -1.641 2.204 5.628
C -1.570 4.067 4.211
C -0.532 0.426 3.529
C -0.887 -0.344 4.635
C -0.623 -1.710 4.656
C -0.053 -2.317 3.536
C 0.243 -1.534 2.421
N 0.009 -0.197 2.430
H -0.160 4.402 1.111
H -2.081 4.652 4.971
H -1.342 0.148 5.483
H -0.859 -2.291 5.546
H 0.172 -3.382 3.516
H 0.667 -1.952 1.501
*
```